[1]
The following is a quantum chemistry calculation of a molecular structure, C31H58AsAuNPSi3 at a distorted geometry, from the Open Molecules 2025 dataset.

Structure (ORCA input):
```
! wB97M-V def2-TZVPD RIJCOSX def2/J DEFGRID3
* xyz 0 1
Au 0.47 -0.04 -0.59
C 5.43 0.84 -0.93
C 3.93 1.11 -1.00
C 3.53 2.20 -0.01
P 2.81 -0.33 -0.61
C 3.39 -1.75 -1.67
C 2.41 -2.88 -1.39
C 3.40 -1.38 -3.15
C 3.18 -0.84 1.06
C 4.44 -1.34 1.40
C 4.76 -1.72 2.69
C 6.13 -2.23 3.03
C 3.77 -1.59 3.66
C 2.51 -1.14 3.36
C 2.14 -0.75 2.04
N 0.92 -0.36 1.71
C -0.15 -0.33 2.57
C -0.39 0.76 3.42
C 0.59 1.89 3.45
C -1.52 0.78 4.22
C -2.45 -0.25 4.19
C -3.69 -0.21 5.04
C -2.23 -1.31 3.32
C -1.10 -1.36 2.51
C -0.87 -2.49 1.57
H 5.98 1.70 -1.33
H 5.70 -0.03 -1.52
H 5.75 0.68 0.09
H 3.67 1.43 -2.01
H 3.76 1.88 1.01
H 2.46 2.39 -0.07
H 4.06 3.13 -0.21
H 4.40 -2.06 -1.35
H 1.41 -2.59 -1.72
H 2.36 -3.07 -0.31
H 2.70 -3.79 -1.90
H 2.43 -0.98 -3.44
H 3.61 -2.26 -3.75
H 4.16 -0.63 -3.37
H 5.19 -1.44 0.63
H 6.74 -2.34 2.13
H 6.09 -3.20 3.52
H 6.64 -1.54 3.71
H 4.00 -1.87 4.69
H 1.75 -1.08 4.13
H 1.02 2.04 2.46
H 1.41 1.66 4.13
H 0.12 2.82 3.78
H -1.67 1.61 4.89
H -3.46 0.15 6.04
H -4.14 -1.20 5.12
H -4.43 0.47 4.61
H -2.94 -2.12 3.28
H -1.65 -3.25 1.67
H 0.10 -2.94 1.75
H -0.87 -2.11 0.54
C -3.95 -2.34 -0.94
Si -3.91 -0.43 -0.75
C -4.38 0.07 1.03
C -5.28 0.26 -1.89
As -1.79 0.41 -1.37
Si -1.70 0.00 -3.70
C -3.19 0.42 -4.82
C -1.33 -1.88 -3.79
C -0.17 0.97 -4.33
Si -2.03 2.71 -1.05
C -3.59 3.52 -1.81
C -2.02 2.95 0.84
C -0.47 3.56 -1.75
H -4.76 -2.76 -0.35
H -3.02 -2.79 -0.61
H -4.12 -2.62 -1.97
H -5.23 -0.50 1.38
H -4.64 1.12 1.09
H -3.56 -0.12 1.71
H -6.26 -0.05 -1.53
H -5.18 -0.08 -2.91
H -5.28 1.34 -1.89
H -3.92 -0.38 -4.82
H -2.86 0.56 -5.85
H -3.69 1.33 -4.51
H -2.17 -2.45 -3.41
H -0.47 -2.10 -3.16
H -1.11 -2.23 -4.79
H -0.44 1.99 -4.58
H 0.28 0.52 -5.20
H 0.58 1.01 -3.54
H -4.47 3.29 -1.22
H -3.76 3.17 -2.82
H -3.48 4.59 -1.84
H -2.98 2.71 1.30
H -1.78 3.97 1.13
H -1.28 2.29 1.28
H -0.54 3.73 -2.82
H 0.40 2.94 -1.58
H -0.29 4.52 -1.28
*
```

The value obtained for the energy above the lowest of the compared OMol25 structures with the same formula, charge and spin is 40.1 kJ/mol. The value obtained for the energy is -132036.1610 eV. Its frontier orbital gap is 6.849 eV. The HOMO energy comes out at -6.27 eV. The calculation puts the largest force on an atom at 1.48 eV Å⁻¹.



[2]
The following is a quantum chemistry calculation of a single C12H13NO2 molecule at a distorted geometry, from the Open Molecules 2025 dataset.

Structure (ORCA input):
```
! wB97M-V def2-TZVPD RIJCOSX def2/J DEFGRID3
* xyz 0 1
C -1.48 1.13 -1.32
C -2.03 0.51 -0.11
C -3.32 -0.36 -0.29
O -2.83 -1.66 -0.67
N -1.56 -1.86 -0.11
C -1.19 -0.70 0.23
C 0.04 -0.09 1.24
C 1.35 -0.20 0.54
C 1.92 -1.51 0.38
C 3.07 -1.71 -0.26
C 3.84 -0.61 -0.62
C 3.36 0.66 -0.46
C 2.12 0.86 0.05
O -0.45 1.23 1.40
C -1.87 1.15 1.26
H -2.34 1.57 -1.89
H -0.87 0.36 -1.87
H -0.71 1.94 -1.15
H -3.98 -0.32 0.58
H -3.98 -0.14 -1.15
H -0.06 -0.57 2.18
H 1.55 -2.40 0.91
H 3.70 -2.73 -0.37
H 4.80 -0.71 -1.07
H 3.92 1.55 -0.82
H 1.57 1.82 -0.04
H -2.22 2.23 1.38
H -2.34 0.57 2.04
*
```

The value obtained for the energy above the lowest of the compared OMol25 structures with the same formula, charge and spin is 524.7 kJ/mol. Its SMILES is C[C@@]12CON=C1[C@@H](c1ccccc1)OC2. The value obtained for the energy is -18235.8640 eV. Its frontier orbital gap is 9.650 eV. The HOMO energy comes out at -8.88 eV. The calculation puts the largest force on an atom at 5.20 eV Å⁻¹.



[3]
The following is a quantum chemistry calculation of 2 unconnected molecules or ions with the total composition C2H8N2O at a distorted geometry, from the Open Molecules 2025 dataset.

Structure (ORCA input):
```
! wB97M-V def2-TZVPD RIJCOSX def2/J DEFGRID3
* xyz 0 1
C 2.96 -0.93 1.32
N 3.96 -1.82 1.36
O 5.08 -1.75 1.90
H 3.09 -0.18 2.13
H 2.13 -0.95 0.66
H 3.95 -2.65 0.68
C -3.25 0.68 -1.20
N -2.55 1.88 -0.73
H -2.66 -0.23 -1.16
H -4.11 0.50 -0.52
H -3.67 0.86 -2.22
H -1.69 1.92 -1.24
H -3.24 2.67 -0.98
*
```

The value obtained for the energy above the lowest of the compared OMol25 structures with the same formula, charge and spin is 415.8 kJ/mol. Its SMILES is C=[NH+][O-].CN. The value obtained for the energy is -7228.0185 eV. Its frontier orbital gap is 9.698 eV. The HOMO energy comes out at -9.00 eV. The calculation puts the largest force on an atom at 3.64 eV Å⁻¹.



[4]
The following is a quantum chemistry calculation of 2 unconnected molecules or ions with the total composition C14H23BCl2NO5 at a distorted geometry, from the Open Molecules 2025 dataset.

Structure (ORCA input):
```
! wB97M-V def2-TZVPD RIJCOSX def2/J DEFGRID3
* xyz 1 1
C 3.34 -0.11 0.95
C 1.99 -0.34 0.20
C 1.80 -1.86 -0.12
C 1.86 0.56 -1.07
C 2.90 0.06 -2.14
C 0.45 0.47 -1.70
O -0.33 1.69 -1.56
N -1.44 1.53 -0.80
C -1.52 2.28 0.31
C -2.61 2.24 1.15
C -3.69 1.39 0.84
C -4.93 1.31 1.72
O -4.96 0.68 2.74
O -6.07 1.95 1.33
C -3.59 0.59 -0.31
C -4.65 -0.42 -0.76
B -3.93 -1.86 -0.71
O -3.37 -2.36 -1.90
O -3.83 -2.58 0.46
C -2.45 0.72 -1.10
H 4.05 0.38 0.27
H 3.15 0.48 1.86
H 3.77 -1.07 1.31
H 1.19 -0.03 0.89
H 2.61 -2.50 0.25
H 0.87 -2.19 0.37
H 1.65 -2.08 -1.20
H 2.15 1.58 -0.77
H 3.28 0.88 -2.76
H 2.41 -0.71 -2.75
H 3.74 -0.46 -1.65
H -0.04 -0.43 -1.31
H 0.58 0.32 -2.79
H -0.69 2.95 0.54
H -2.66 2.84 2.06
H -5.98 2.31 0.43
H -5.47 -0.39 -0.03
H -5.01 -0.21 -1.78
H -2.41 -2.30 -1.79
H -2.95 -2.98 0.50
H -2.36 0.13 -2.02
C 6.63 -0.50 2.71
Cl 7.30 0.84 1.77
Cl 6.03 -1.79 1.67
H 7.42 -0.90 3.34
H 5.82 -0.13 3.32
*
```

The value obtained for the energy is -52333.5311 eV. Its frontier orbital gap is 8.055 eV. The HOMO energy comes out at -12.80 eV. The calculation puts the largest force on an atom at 1.92 eV Å⁻¹.



[5]
The following is a quantum chemistry calculation of 3 unconnected molecules or ions with the total composition C23H47F3I2N2O6SSi at a distorted geometry, from the Open Molecules 2025 dataset.

Structure (ORCA input):
```
! wB97M-V def2-TZVPD RIJCOSX def2/J DEFGRID3
* xyz 0 1
C -0.78 1.13 7.04
C -0.23 0.22 6.07
C -0.38 -1.34 6.25
Si -1.61 -2.12 4.97
C -3.14 -0.98 4.93
C -3.33 -0.14 3.58
C -4.90 -0.02 3.23
C -5.78 0.49 4.47
C -0.65 -2.23 3.31
I 1.39 -1.42 3.25
C -1.15 -2.77 2.12
C -0.33 -2.89 0.75
I -3.20 -3.55 2.02
S -2.20 -4.15 5.53
O -3.70 -4.24 5.35
O -1.55 -5.20 4.66
C -1.87 -4.59 7.32
F -1.73 -6.00 7.36
F -3.00 -4.33 8.11
F -0.70 -4.08 7.85
H -0.44 1.05 8.13
H -1.53 1.91 6.70
H 0.33 0.67 5.20
H 0.60 -1.92 6.17
H -0.87 -1.54 7.28
H -3.02 -0.21 5.77
H -4.09 -1.54 5.17
H -2.71 -0.50 2.70
H -3.00 0.93 3.80
H -5.33 -1.00 2.83
H -5.01 0.77 2.40
H -6.61 1.21 4.16
H -5.17 0.96 5.31
H -6.32 -0.40 4.94
H -0.74 -3.83 0.24
H 0.78 -3.07 0.91
H -0.54 -2.04 0.03
C 2.33 3.57 -0.91
O 1.02 4.11 -0.96
C 0.51 4.24 -2.28
C -0.61 3.24 -2.54
N -0.10 1.87 -2.61
C -1.14 0.84 -2.58
C -2.01 0.75 -1.31
O -1.30 0.32 -0.15
C -0.61 1.35 0.53
H 2.70 3.67 0.11
H 2.33 2.50 -1.17
H 3.01 4.11 -1.58
H 1.30 4.16 -3.04
H 0.09 5.25 -2.35
H -1.12 3.48 -3.48
H -1.34 3.34 -1.72
H 0.53 1.71 -1.84
H -0.63 -0.12 -2.70
H -1.79 0.96 -3.45
H -2.77 -0.02 -1.50
H -2.56 1.68 -1.11
H -1.11 2.32 0.46
H 0.42 1.43 0.16
H -0.54 1.07 1.59
C 6.29 -0.70 -5.36
O 5.63 0.52 -5.06
C 5.29 1.29 -6.22
C 3.78 1.30 -6.44
N 3.30 -0.02 -6.87
C 1.84 -0.15 -6.84
C 1.14 -0.02 -5.48
O 1.43 -1.08 -4.58
C 2.63 -0.92 -3.85
H 6.66 -1.12 -4.43
H 5.60 -1.42 -5.81
H 7.14 -0.53 -6.03
H 5.83 0.95 -7.11
H 5.61 2.31 -6.01
H 3.53 2.04 -7.21
H 3.31 1.60 -5.50
H 3.69 -0.73 -6.27
H 1.61 -1.14 -7.24
H 1.40 0.57 -7.54
H 0.06 -0.08 -5.67
H 1.31 0.95 -5.01
H 2.86 0.12 -3.63
H 3.46 -1.39 -4.38
H 2.52 -1.45 -2.90
*
```

Its SMILES is C=CC[Si@@](CCCC)(/C(I)=C(/C)I)S(=O)(=O)C(F)(F)F.COCCNCCOC.COCCNCCOC. The value obtained for the energy is -82936.6481 eV. Its frontier orbital gap is 7.867 eV. The HOMO energy comes out at -8.46 eV. The calculation puts the largest force on an atom at 7.03 eV Å⁻¹.



[6]
The following is a quantum chemistry calculation of a molecular structure, C11H14F6NO5P2RuS3 at a distorted geometry, from the Open Molecules 2025 dataset.

Structure (ORCA input):
```
! wB97M-V def2-TZVPD RIJCOSX def2/J DEFGRID3
* xyz 1 5
Ru 0.07 0.33 0.22
C 0.79 5.17 4.59
C 0.99 4.74 3.16
O 1.11 3.28 3.12
P 0.15 2.30 2.42
S 0.81 0.41 2.79
S -0.27 2.64 0.38
O -1.23 2.55 3.13
C -2.58 2.28 2.65
C -3.42 3.51 2.91
H 0.71 6.25 4.64
H 1.62 4.84 5.21
H -0.13 4.74 5.00
H 1.92 5.12 2.75
H 0.16 5.05 2.52
H -2.95 1.42 3.21
H -2.56 2.04 1.59
H -3.40 3.78 3.96
H -4.45 3.31 2.62
H -3.05 4.35 2.32
O 1.41 -1.46 -0.15
C 2.25 -0.59 -0.43
N 1.77 0.66 -0.72
S 3.01 1.81 -0.38
O 3.14 2.80 -1.38
O 2.80 2.25 0.98
C 4.30 0.59 -0.34
C 5.66 0.76 -0.22
C 6.43 -0.40 -0.11
C 5.86 -1.66 -0.14
C 4.49 -1.82 -0.27
C 3.71 -0.67 -0.35
H 6.11 1.74 -0.21
H 7.50 -0.30 0.01
H 6.49 -2.53 -0.06
H 4.02 -2.80 -0.33
F -1.56 -0.48 1.20
P -2.72 -0.94 -0.20
F -2.49 0.65 -0.54
F -1.30 -1.16 -1.05
F -2.60 -2.40 0.33
F -3.62 -1.20 -1.43
F -3.87 -0.55 0.79
*
```

The value obtained for the energy above the lowest of the compared OMol25 structures with the same formula, charge and spin is 86.5 kJ/mol. The value obtained for the energy is -93330.3365 eV. Its frontier orbital gap (alpha / beta) is 7.269 / 6.312 eV. The HOMO energy (alpha / beta) comes out at -13.22 / -13.31 eV. The calculation puts the largest force on an atom at 1.56 eV Å⁻¹.



[7]
The following is a quantum chemistry calculation of 8 unconnected molecules or ions with the total composition C28H60BN8O10 at a distorted geometry, from the Open Molecules 2025 dataset.

Structure (ORCA input):
```
! wB97M-V def2-TZVPD RIJCOSX def2/J DEFGRID3
* xyz 1 1
O 2.85 0.05 -0.98
C 1.59 0.53 -1.44
C 1.69 1.92 -2.12
C 0.33 2.51 -2.36
C 0.17 3.89 -2.62
C -1.08 4.35 -2.86
N -2.16 3.56 -2.85
C -2.06 2.23 -2.59
B -3.42 1.36 -2.55
O -4.01 0.76 -3.62
O -4.01 1.22 -1.33
C -0.82 1.69 -2.35
H 2.65 -0.82 -0.60
H 0.86 0.58 -0.61
H 1.21 -0.16 -2.21
H 2.13 1.76 -3.13
H 2.39 2.59 -1.59
H 1.05 4.54 -2.64
H -1.20 5.41 -3.09
H -3.07 3.98 -3.03
H -3.78 1.17 -4.46
H -3.45 1.68 -0.69
H -0.80 0.63 -2.15
C -5.27 -3.69 -1.17
O -5.35 -4.80 -0.67
N -5.53 -2.54 -0.52
C -5.42 -1.25 -1.18
C -5.93 -2.58 0.88
H -4.98 -3.54 -2.22
H -4.68 -0.65 -0.66
H -6.39 -0.74 -1.15
H -5.11 -1.37 -2.22
H -5.15 -3.07 1.46
H -6.84 -3.17 0.97
H -6.10 -1.58 1.26
C -2.31 -1.08 0.51
O -1.94 -0.21 -0.29
N -1.77 -1.29 1.70
C -2.26 -2.33 2.61
C -0.65 -0.47 2.13
H -3.15 -1.75 0.28
H -2.58 -1.86 3.54
H -1.45 -3.03 2.81
H -3.09 -2.87 2.16
H -0.95 0.58 2.14
H 0.17 -0.58 1.42
H -0.32 -0.77 3.12
C 4.63 1.35 -4.68
O 3.93 2.33 -4.46
N 5.83 1.14 -4.12
C 6.62 -0.04 -4.41
C 6.35 2.13 -3.19
H 4.33 0.56 -5.37
H 6.80 -0.59 -3.48
H 7.58 0.26 -4.83
H 6.11 -0.68 -5.11
H 5.66 2.24 -2.36
H 6.44 3.10 -3.70
H 7.32 1.83 -2.82
C -0.97 -5.18 1.21
O -0.77 -4.80 2.35
N -1.13 -6.45 0.83
C -1.36 -6.82 -0.55
C -1.05 -7.50 1.84
H -1.05 -4.46 0.37
H -2.32 -7.35 -0.63
H -0.56 -7.48 -0.90
H -1.39 -5.94 -1.19
H -1.83 -7.33 2.59
H -0.08 -7.46 2.33
H -1.20 -8.47 1.38
C 5.55 0.32 0.52
O 6.36 0.80 -0.26
N 5.84 -0.18 1.73
C 4.83 -0.74 2.60
C 7.23 -0.16 2.18
H 4.48 0.27 0.26
H 4.80 -0.18 3.54
H 5.06 -1.78 2.81
H 3.85 -0.68 2.13
H 7.59 0.86 2.21
H 7.84 -0.73 1.48
H 7.30 -0.60 3.17
C -7.64 -0.92 3.77
O -6.48 -1.16 3.46
N -8.11 0.31 4.08
C -9.50 0.53 4.44
C -7.20 1.44 4.05
H -8.41 -1.70 3.82
H -9.95 1.23 3.74
H -9.55 0.95 5.45
H -10.05 -0.41 4.42
H -6.78 1.54 3.05
H -6.38 1.26 4.76
H -7.73 2.35 4.33
C 5.88 5.63 1.60
O 5.51 4.97 2.55
N 5.78 5.24 0.31
C 6.23 6.08 -0.79
C 5.20 3.94 0.02
H 6.33 6.63 1.72
H 5.39 6.29 -1.45
H 7.01 5.55 -1.35
H 6.64 7.01 -0.41
H 4.18 3.91 0.41
H 5.79 3.17 0.51
H 5.19 3.77 -1.05
*
```

The value obtained for the energy is -63078.5237 eV. Its frontier orbital gap is 7.102 eV. The HOMO energy comes out at -10.69 eV. The calculation puts the largest force on an atom at 1.45 eV Å⁻¹.



[8]
The following is a quantum chemistry calculation of 3 unconnected molecules or ions with the total composition C6H14O2 at a distorted geometry, from the Open Molecules 2025 dataset.

Structure (ORCA input):
```
! wB97M-V def2-TZVPD RIJCOSX def2/J DEFGRID3
* xyz 0 1
C 2.11 -0.64 0.75
C 1.88 0.85 0.53
C 0.85 1.15 -0.60
C -2.26 -0.61 1.03
O -3.25 -0.48 0.03
C -1.19 0.45 0.83
C -0.51 0.61 -0.29
H 1.22 -1.15 1.08
H 2.42 -1.12 -0.18
H 2.97 -0.81 1.41
H 2.79 1.37 0.25
H 1.52 1.34 1.42
H 0.77 2.25 -0.74
H 1.26 0.76 -1.53
H -1.83 -1.61 0.97
H -2.72 -0.43 2.00
H -3.10 0.35 -0.43
H -1.08 1.15 1.67
H -0.22 -1.24 -0.50
H -0.41 -0.56 -1.78
H -1.02 -0.91 -3.18
O -0.19 -0.72 -2.75
*
```

The value obtained for the energy above the lowest of the compared OMol25 structures with the same formula, charge and spin is 559.4 kJ/mol. The value obtained for the energy is -10538.8190 eV. Its frontier orbital gap is 8.644 eV. The HOMO energy comes out at -9.28 eV. The calculation puts the largest force on an atom at 5.14 eV Å⁻¹.